{
  "formula": "C24H67BF4N11O12",
  "method": "the ωB97M-V functional and the def2-TZVPD basis",
  "mol_weight_g_mol": 788.67,
  "total_charge": -1,
  "symbols": ["B", "F", "F", "F", "F", "C", "O", "N", "N", "H", "H", "H", "H", "C", "O", "N", "N", "H", "H", "H", "H", "C", "O", "N", "N", "H", "H", "H", "H", "C", "O", "N", "N", "H", "H", "H", "H", "C", "O", "C", "C", "N", "C", "C", "O", "C", "H", "H", "H", "H", "H", "H", "H", "H", "H", "H", "H", "H", "H", "H", "H", "C", "O", "C", "C", "N", "C", "C", "O", "C", "H", "H", "H", "H", "H", "H", "H", "H", "H", "H", "H", "H", "H", "H", "H", "C", "O", "C", "C", "N", "C", "C", "O", "C", "H", "H", "H", "H", "H", "H", "H", "H", "H", "H", "H", "H", "H", "H", "H", "C", "C", "O", "O", "H", "H", "H", "H", "H", "H"],
  "coordinates": [[17.735, 25.030, 12.735], [16.515, 24.773, 12.150], [18.247, 26.143, 12.126], [17.466, 25.394, 14.035], [18.602, 23.953, 12.645], [20.371, 21.371, 12.025], [21.344, 20.689, 11.639], [20.024, 21.399, 13.216], [19.556, 22.051, 11.194], [20.579, 20.943, 13.925], [19.101, 21.737, 13.448], [19.595, 22.184, 10.193], [19.076, 22.802, 11.670], [14.021, 23.345, 14.680], [13.307, 23.414, 13.692], [13.507, 22.858, 15.785], [15.222, 23.859, 14.821], [13.995, 23.276, 16.565], [12.593, 22.437, 15.875], [15.560, 24.002, 15.762], [15.671, 24.327, 14.046], [14.833, 21.952, 10.632], [13.708, 22.219, 10.956], [15.904, 22.606, 10.659], [15.194, 20.792, 10.187], [16.007, 23.502, 11.114], [16.766, 22.097, 10.526], [16.113, 20.633, 9.800], [14.526, 20.038, 10.116], [19.058, 26.144, 8.355], [20.076, 25.849, 7.769], [18.581, 25.409, 9.339], [18.226, 27.184, 8.007], [19.010, 24.556, 9.667], [17.883, 25.862, 9.912], [17.287, 27.159, 8.379], [18.371, 27.678, 7.139], [15.273, 25.822, 8.868], [15.645, 27.092, 9.413], [14.974, 28.136, 8.706], [15.418, 29.525, 9.256], [14.627, 30.001, 10.432], [14.948, 29.450, 11.773], [14.699, 30.472, 12.964], [15.654, 31.590, 12.954], [15.270, 32.724, 13.675], [14.204, 25.633, 8.773], [15.622, 25.164, 9.664], [15.842, 25.506, 7.993], [13.884, 28.158, 8.684], [15.333, 27.927, 7.699], [15.234, 30.259, 8.471], [16.499, 29.487, 9.385], [13.682, 29.707, 10.227], [16.015, 29.345, 11.578], [14.490, 28.464, 11.850], [14.990, 29.791, 13.765], [13.640, 30.695, 13.088], [16.114, 33.395, 13.828], [14.587, 32.560, 14.509], [14.500, 33.336, 13.205], [13.042, 30.119, 19.696], [14.319, 29.697, 19.284], [14.488, 29.656, 17.836], [15.710, 28.910, 17.284], [15.416, 27.498, 17.361], [16.320, 26.668, 16.600], [16.544, 25.416, 17.468], [15.411, 24.452, 17.402], [14.512, 24.442, 18.477], [12.935, 31.159, 19.387], [12.996, 30.118, 20.785], [12.370, 29.372, 19.275], [14.571, 30.636, 17.366], [13.651, 29.133, 17.373], [16.666, 29.205, 17.716], [15.688, 29.211, 16.237], [14.429, 27.309, 17.457], [17.245, 27.159, 16.296], [16.054, 26.367, 15.587], [16.813, 25.741, 18.473], [17.518, 25.043, 17.153], [13.630, 25.047, 18.265], [14.929, 24.700, 19.450], [14.236, 23.393, 18.582], [9.568, 19.350, 7.711], [9.984, 20.477, 8.576], [10.083, 20.209, 9.926], [9.859, 21.608, 10.536], [11.059, 22.480, 10.235], [10.639, 23.881, 9.999], [11.778, 24.865, 9.986], [12.546, 24.686, 11.214], [13.220, 25.863, 11.700], [8.543, 19.058, 7.944], [10.218, 18.501, 7.922], [9.685, 19.700, 6.685], [11.115, 19.914, 10.114], [9.361, 19.524, 10.371], [9.697, 21.432, 11.599], [9.024, 22.117, 10.055], [11.544, 22.110, 9.430], [9.788, 24.349, 10.495], [10.337, 23.736, 8.962], [11.525, 25.910, 9.810], [12.359, 24.504, 9.137], [14.203, 25.698, 12.141], [12.621, 26.263, 12.518], [13.374, 26.612, 10.924], [21.930, 25.915, 12.248], [21.449, 27.328, 11.711], [20.251, 27.859, 12.375], [21.247, 24.723, 11.819], [21.984, 25.956, 13.336], [22.967, 25.864, 11.917], [21.226, 27.206, 10.651], [22.197, 28.117, 11.787], [19.493, 27.270, 12.383], [20.321, 24.667, 12.065]],
  "forces_ev_per_a": [[-0.880, 1.146, 0.840], [-0.874, -0.503, -0.703], [0.881, 0.787, -1.083], [0.347, -0.276, 1.346], [0.100, 0.040, 0.513], [4.022, -2.372, -7.445], [-0.438, 0.595, 0.029], [-2.539, 0.427, 7.717], [-1.795, 1.254, -0.816], [-0.174, 0.099, -0.386], [0.310, 0.045, 0.348], [1.024, -0.657, 0.381], [-0.087, -0.319, -0.563], [-2.844, 0.879, -2.985], [0.491, -0.164, -1.209], [0.051, -1.257, 4.087], [2.524, 0.652, -0.409], [-0.778, -0.904, 0.495], [0.352, 0.562, -0.386], [0.171, -0.140, -0.666], [-0.339, -0.128, 0.218], [-3.768, -1.046, 0.753], [-1.102, 0.603, 0.223], [6.192, 6.263, 0.792], [-0.066, -7.201, -2.518], [-0.294, -0.223, -0.018], [-0.122, 0.583, 0.288], [-0.536, -0.245, 0.080], [0.129, 0.301, -0.036], [0.381, 0.085, -1.760], [1.004, 0.274, -0.819], [-1.705, -0.764, 2.129], [-0.098, 0.580, -0.102], [0.304, 0.621, -0.169], [0.093, -0.502, 0.340], [0.119, 0.225, 0.016], [0.255, -0.331, 0.295], [0.741, -0.994, 1.813], [-1.615, 0.150, -0.179], [1.652, 0.916, -0.019], [-0.803, -0.644, -0.036], [-0.230, -0.229, -0.441], [0.997, 1.999, -1.785], [1.644, -1.619, -0.778], [-1.244, -1.264, -0.369], [-1.524, 0.601, -0.314], [-0.030, 0.481, -0.177], [-0.251, -0.427, -0.182], [-0.090, 0.535, -0.451], [-0.279, -0.818, 0.372], [-0.320, 0.879, -0.707], [-0.008, 0.002, -0.161], [-0.019, 0.200, 0.608], [-0.362, 0.352, -0.170], [0.324, -0.433, 1.334], [-0.017, 0.061, 0.915], [-0.119, 0.354, 0.802], [0.075, 0.677, -0.237], [0.042, -0.472, 0.447], [1.069, -0.803, 1.273], [0.146, 0.320, -1.521], [0.854, -0.176, -0.373], [1.534, -0.338, -1.189], [0.493, 0.209, 0.637], [-1.868, -0.206, 0.344], [1.170, 1.063, 0.289], [-0.953, -1.597, 0.568], [0.691, 0.469, -0.796], [2.504, 1.668, 0.814], [-0.113, -0.594, 0.436], [-0.810, 0.008, -0.317], [0.122, -0.279, -0.027], [-0.881, 0.580, 0.054], [-0.450, 0.577, 0.549], [-0.507, 0.156, 0.096], [-0.020, -0.151, 0.218], [0.388, 0.357, -0.352], [0.329, -0.403, -0.611], [0.302, 0.345, 1.062], [-0.988, -0.179, -0.021], [-0.946, -0.100, 0.360], [-0.440, -1.411, -0.536], [-0.072, 0.089, 0.088], [0.301, 0.418, -0.151], [-0.455, -0.022, 0.065], [0.919, 1.338, 1.521], [-1.232, -1.720, -3.138], [0.218, 1.973, 0.765], [2.001, 0.155, -0.423], [-1.850, -0.334, 2.478], [0.048, -0.476, -1.736], [1.712, -1.218, 1.277], [-0.066, 1.335, -0.894], [-0.759, -0.436, -0.036], [-0.146, 0.110, -0.120], [0.105, -0.142, -0.224], [-0.116, -0.144, 0.136], [0.047, -0.415, 0.568], [-0.160, -0.363, -0.406], [0.087, 0.687, 0.257], [-0.690, -0.540, 0.161], [-0.010, 0.247, -0.002], [-0.069, -1.044, 0.842], [-0.672, 1.248, -0.598], [-0.421, 0.036, 0.089], [0.757, 0.337, -0.157], [-0.010, -0.797, -0.261], [-0.173, 0.384, 0.015], [-0.190, 0.170, -0.215], [-0.380, 1.142, -0.086], [-2.162, -1.351, 0.486], [1.799, 0.441, -0.056], [0.997, 0.889, -0.423], [-0.233, 0.026, 0.214], [-0.019, -0.543, -0.261], [0.019, -0.068, -0.231], [0.155, -0.291, 0.389], [0.224, -0.475, -0.393], [-0.003, 0.546, 0.398]]
}

=====

{
  "formula": "C24H69N3O15",
  "method": "the ωB97M-V functional and the def2-TZVPD basis",
  "mol_weight_g_mol": 639.82,
  "total_charge": 0,
  "smiles": "COC[C@H](C)N.COC[C@H](C)N.COC[C@H](C)N.OCCO.OCCO.OCCO.OCCO.OCCO.OCCO",
  "e_above_lowest_kj_mol": 24.1,
  "symbols": ["C", "O", "C", "C", "C", "N", "H", "H", "H", "H", "H", "H", "H", "H", "H", "H", "H", "C", "O", "C", "C", "C", "N", "H", "H", "H", "H", "H", "H", "H", "H", "H", "H", "H", "C", "O", "C", "C", "C", "N", "H", "H", "H", "H", "H", "H", "H", "H", "H", "H", "H", "O", "C", "C", "O", "H", "H", "H", "H", "H", "H", "O", "C", "C", "O", "H", "H", "H", "H", "H", "H", "O", "C", "C", "O", "H", "H", "H", "H", "H", "H", "O", "C", "C", "O", "H", "H", "H", "H", "H", "H", "O", "C", "C", "O", "H", "H", "H", "H", "H", "H", "O", "C", "C", "O", "H", "H", "H", "H", "H", "H"],
  "coordinates": [[-6.072, -2.670, 1.937], [-5.139, -2.764, 0.895], [-4.222, -1.663, 0.913], [-4.802, -0.483, 0.146], [-5.295, -0.954, -1.200], [-3.638, 0.539, 0.077], [-5.631, -2.729, 2.979], [-6.553, -3.610, 1.831], [-6.814, -1.812, 1.981], [-4.062, -1.298, 1.939], [-3.245, -2.070, 0.543], [-5.719, -0.149, 0.725], [-4.545, -1.336, -1.865], [-5.759, -0.143, -1.660], [-6.055, -1.727, -1.052], [-3.973, 1.466, -0.193], [-3.095, 0.644, 0.925], [-3.145, -5.537, -2.774], [-2.348, -4.590, -3.568], [-0.962, -4.528, -3.158], [-0.168, -3.553, -3.984], [0.283, -4.091, -5.360], [0.926, -2.944, -3.233], [-3.992, -5.664, -3.405], [-3.369, -5.108, -1.809], [-2.621, -6.535, -2.720], [-0.868, -4.205, -2.141], [-0.538, -5.513, -3.284], [-0.908, -2.744, -4.175], [0.607, -3.324, -6.045], [-0.544, -4.780, -5.717], [1.127, -4.801, -5.240], [1.737, -3.576, -3.053], [0.553, -2.744, -2.294], [4.742, 3.659, 0.684], [4.206, 2.352, 0.492], [3.023, 2.147, 1.320], [3.412, 1.899, 2.806], [4.665, 1.001, 2.926], [2.174, 1.533, 3.468], [5.162, 3.675, 1.708], [3.997, 4.478, 0.605], [5.472, 3.880, -0.053], [2.364, 3.035, 1.236], [2.540, 1.277, 0.869], [3.665, 2.866, 3.226], [4.859, 0.861, 3.980], [5.488, 1.472, 2.410], [4.586, 0.068, 2.389], [1.885, 0.583, 3.222], [2.184, 1.661, 4.473], [-0.104, 2.977, 2.855], [-0.080, 4.304, 3.432], [0.066, 4.275, 4.944], [1.361, 3.774, 5.274], [0.618, 2.412, 3.180], [0.778, 4.894, 2.983], [-0.975, 4.818, 3.134], [-0.674, 3.582, 5.356], [-0.050, 5.279, 5.290], [1.537, 3.906, 6.236], [5.013, -1.893, -3.331], [4.735, -0.498, -3.196], [3.314, -0.088, -2.895], [2.350, -0.372, -3.949], [4.655, -2.158, -4.178], [5.465, -0.180, -2.427], [4.851, 0.024, -4.139], [3.302, 0.958, -2.762], [2.963, -0.515, -1.941], [1.778, -1.121, -3.663], [-1.916, 1.283, 2.209], [-1.180, 0.169, 2.736], [-0.085, -0.328, 1.815], [0.732, -1.172, 2.586], [-1.565, 2.177, 2.510], [-0.729, 0.411, 3.713], [-1.896, -0.632, 2.891], [0.479, 0.583, 1.496], [-0.449, -0.811, 0.906], [1.517, -1.337, 2.058], [2.930, -1.741, 0.807], [3.246, -3.157, 0.794], [4.211, -3.523, -0.366], [3.585, -3.115, -1.545], [2.756, -1.567, -0.181], [3.762, -3.421, 1.782], [2.295, -3.680, 0.655], [4.371, -4.546, -0.196], [5.140, -2.915, -0.250], [4.189, -2.601, -2.094], [-3.118, 3.549, -0.825], [-2.374, 4.681, -0.247], [-3.273, 5.488, 0.683], [-3.614, 4.792, 1.910], [-2.393, 2.950, -1.098], [-1.431, 4.288, 0.225], [-2.122, 5.331, -1.015], [-4.094, 5.804, 0.015], [-2.760, 6.465, 0.892], [-3.828, 3.916, 1.557], [-1.553, -0.633, -1.258], [-1.107, 0.127, -2.374], [-0.250, 1.266, -1.817], [-0.843, 1.978, -0.756], [-2.356, -0.154, -0.969], [-0.460, -0.519, -2.890], [-1.866, 0.453, -3.062], [-0.109, 2.013, -2.668], [0.717, 0.911, -1.512], [-1.035, 1.386, -0.047]],
  "forces_ev_per_a": [[-0.239, -0.169, 1.508], [0.630, 1.301, 0.703], [0.300, -0.452, 0.242], [1.490, 0.355, 0.628], [-0.060, -0.440, 0.702], [-2.301, -0.869, -1.104], [0.121, 0.333, -1.046], [-1.289, -0.626, 0.132], [0.903, -0.766, -0.682], [0.081, -0.417, 0.038], [-0.815, 0.673, -0.120], [1.134, 0.141, -0.477], [0.687, -0.232, -0.144], [-0.903, 1.429, -1.139], [0.146, 0.083, 0.001], [0.101, -0.253, 0.133], [-0.354, 0.017, 0.417], [2.169, 0.138, -1.401], [0.652, -0.465, 0.835], [-1.001, -0.661, -0.701], [-0.673, 1.111, -1.313], [-0.592, -1.915, 1.088], [0.743, -0.231, 0.953], [-1.040, -0.150, -0.034], [-0.123, -0.091, 0.345], [-0.394, 0.991, 0.247], [-0.236, 0.007, 0.922], [0.280, -0.681, 0.279], [0.458, -0.171, -0.030], [-0.304, 0.203, -0.293], [0.758, 1.250, -0.140], [-0.125, 0.408, 0.156], [-0.920, 0.463, -0.337], [0.363, 0.113, -0.388], [-0.915, -0.326, 1.429], [-0.933, 0.693, -0.025], [1.281, 0.320, -0.318], [-0.023, 0.423, -1.120], [-0.981, 0.424, -0.148], [-0.282, -0.968, -0.020], [0.162, 0.466, -0.493], [-0.057, -0.554, 0.093], [0.888, -0.208, -0.615], [0.143, -0.510, 0.075], [-0.080, -0.004, 0.258], [0.211, 0.298, 0.115], [0.356, -0.249, 0.182], [0.391, 0.476, 0.224], [-0.511, -0.575, 0.118], [0.150, 0.105, 0.411], [0.177, -0.132, -0.073], [-1.053, 1.689, 0.184], [1.840, -0.667, -0.464], [0.130, -0.872, -0.719], [0.562, 0.201, 1.070], [0.934, 0.089, 0.109], [-0.677, -0.609, 0.530], [-0.638, 0.013, -0.035], [-0.269, 0.335, 0.072], [-0.275, 0.692, 0.517], [-0.371, -0.111, -1.192], [-0.183, 0.367, -0.206], [0.137, 0.424, -0.118], [-1.528, -1.611, 0.470], [0.926, -0.271, 0.870], [-0.189, -0.339, -0.250], [-0.631, 0.378, -0.415], [1.027, -0.047, -0.362], [0.194, 1.398, 0.186], [-0.001, -0.028, -0.240], [0.398, 0.029, -0.245], [0.023, 0.217, 0.099], [-0.404, 0.647, 0.144], [0.289, 1.398, -0.230], [0.092, -0.120, 0.327], [0.340, -1.569, -0.264], [-0.099, -0.017, -0.270], [-0.188, -0.144, 0.188], [-0.216, -0.462, 0.033], [-0.229, -0.092, 0.075], [0.472, -0.427, -0.307], [0.046, -0.352, -2.109], [1.021, 0.402, 0.794], [-0.529, 3.040, 1.672], [-0.920, -0.794, 0.003], [0.300, -0.165, 2.011], [-0.991, 0.387, -1.250], [0.212, -0.357, 0.215], [0.531, -1.727, -0.686], [-0.357, -0.738, 0.177], [0.362, -0.103, -0.498], [0.893, 0.920, 0.637], [-0.402, -1.995, 1.504], [0.889, 0.455, -0.231], [0.099, 0.566, -1.687], [-0.369, -0.068, 0.229], [-0.931, 0.408, -0.184], [0.716, 1.284, -1.680], [-0.509, -0.440, 0.771], [-0.256, -1.010, 0.385], [-0.113, -0.130, 0.432], [-0.315, 0.032, -0.823], [0.850, 0.137, 1.861], [-0.343, 1.327, -2.095], [-0.005, 0.950, -0.989], [-0.500, -0.186, 0.763], [0.953, -0.746, -1.135], [-0.735, 0.237, 0.002], [0.104, -0.768, 1.127], [0.576, -0.361, 0.121], [-0.316, -0.805, 1.032]]
}

=====

| no. | E_tot (Eh) |
| --- | --- |
| 1 | -2884.23863 |
| 2 | -2248.51335 |